{
  "formula": "C3H11N3",
  "method": "the ωB97M-V functional and the def2-TZVPD basis",
  "de_lowest_kcal_mol": 54.4,
  "total_charge": 2,
  "smiles": "C=[NH+]C[N@@H+](C)N",
  "energy_ev": -7738.6742,
  "symbols": ["N", "N", "N", "C", "C", "C", "H", "H", "H", "H", "H", "H", "H", "H", "H", "H", "H"],
  "coordinates": [[-0.9650, -0.1428, 0.2984], [-2.0651, -0.8892, -0.0980], [1.5097, 0.1735, 0.0110], [0.3492, -0.7122, -0.1937], [2.7578, -0.0781, -0.0388], [-1.1874, 1.2870, 0.1118], [-2.1038, 1.6591, 0.5967], [3.0280, -1.1246, -0.2201], [-0.2523, 1.8745, 0.4810], [-1.9332, -1.1103, -1.0931], [-1.3169, 1.4633, -0.9218], [0.7024, -1.5546, 0.3210], [-1.0119, -0.0994, 1.3444], [3.5815, 0.5287, 0.2405], [0.1863, -0.7333, -1.3379], [-2.4459, -1.6830, 0.4324], [1.1667, 1.1415, 0.0661]]
}



{
  "formula": "C8H10N4NiS5Sb",
  "method": "the ωB97M-V functional and the def2-TZVPD basis",
  "spin_multiplicity": 3,
  "de_lowest_kcal_mol": 0.0,
  "total_charge": -1,
  "s2": 2.031,
  "energy_ev": -116177.2439,
  "symbols": ["Sb", "Ni", "S", "S", "S", "S", "S", "N", "N", "N", "N", "C", "C", "C", "C", "C", "C", "C", "C", "H", "H", "H", "H", "H", "H", "H", "H", "H", "H"],
  "coordinates": [[2.7801, 2.8332, -3.6938], [1.3988, -0.1383, -0.6853], [2.8598, 1.2902, -1.4320], [2.7929, -2.0735, -0.1268], [2.5062, -0.2151, -2.7796], [1.8996, 0.6763, -4.4982], [0.7776, 3.9440, -4.0614], [-0.1503, 1.1046, -0.4750], [0.3449, -1.1313, 0.8175], [0.7354, -2.2901, 1.4454], [2.2909, -3.8242, 1.9894], [-0.8146, -0.5845, 1.1213], [-1.6820, 2.8272, -1.2175], [-2.7102, 2.3211, -0.3820], [1.9333, -2.8113, 1.1536], [-1.7400, -1.1124, 2.2241], [-1.1703, 0.6220, 0.3532], [-0.4659, 2.1731, -1.2679], [-2.3947, 1.2698, 0.4591], [0.0612, -2.8294, 1.9868], [-3.7103, 2.7635, -0.4214], [-2.6124, -1.6103, 1.8203], [-1.8018, 3.6631, -1.8865], [3.2470, -4.1235, 1.8792], [-3.1325, 0.7833, 1.1152], [-1.2205, -1.7980, 2.9010], [0.2600, 2.4924, -2.0318], [-2.0724, -0.2676, 2.7946], [1.7903, -3.9546, 2.8987]]
}



{
  "formula": "C10H16Cl3GeMoS3SbSi2",
  "method": "the ωB97M-V functional and the def2-TZVPD basis",
  "de_lowest_kcal_mol": 14.7,
  "total_charge": 2,
  "energy_ev": -161355.8909,
  "symbols": ["Sb", "Mo", "Ge", "Cl", "Cl", "Cl", "S", "S", "S", "Si", "Si", "C", "C", "C", "C", "C", "C", "C", "C", "C", "C", "H", "H", "H", "H", "H", "H", "H", "H", "H", "H", "H", "H", "H", "H", "H", "H"],
  "coordinates": [[-0.2870, 3.6637, -3.5896], [0.9810, 0.8183, -1.9033], [3.5148, 1.0927, -1.9259], [4.7361, 1.5933, -0.2904], [4.6909, 0.7591, -3.6223], [2.5168, -1.0233, -1.3375], [0.0997, 2.3686, -0.7774], [1.5626, 4.6774, -3.8683], [0.4429, 0.9641, -3.9376], [0.2253, 1.2133, 1.5570], [-0.7497, -1.0656, -1.2589], [-0.2494, -2.5885, -2.1858], [-2.3748, -0.4029, -1.8718], [-0.8657, -1.3398, 0.5759], [-1.4848, -2.5350, 0.9518], [-0.8403, 2.5537, 2.1730], [-0.4301, -0.4823, 1.5922], [-1.1647, -2.0486, 3.2900], [-0.5800, -0.8364, 2.9419], [-1.6319, -2.8846, 2.2900], [2.0199, 1.5113, 1.5615], [-0.7126, 2.5696, 3.2639], [-2.3763, -0.2055, -2.9437], [-2.6802, 0.4991, -1.3406], [-1.2665, -2.3228, 4.3301], [2.2955, 2.5136, 1.2342], [-1.8523, -3.2265, 0.2047], [-1.8952, 2.3789, 1.9651], [2.3060, 1.4309, 2.6203], [-0.5273, 3.5292, 1.8040], [-0.1450, -2.3879, -3.2533], [-0.2568, -0.1803, 3.7472], [-2.1096, -3.8192, 2.5491], [2.5781, 0.7523, 1.0152], [-3.1211, -1.1766, -1.6687], [-1.0425, -3.3308, -2.0704], [0.6740, -3.0324, -1.8215]]
}